(1)
Molecular formula: C72H87N4O7S2Tl
Method: DFT, ωB97M-V with the def2-TZVPD basis set

Results
Relative energy (zero: lowest compared OMol25 entry of this formula, charge and spin) in kcal/mol: 0.0
Total charge: 0
Frontier orbital gap (alpha / beta) in Eh: 0.2054 / 0.2177
LUMO (alpha / beta) in eV: -1.757 / -1.479

Each line ends with the Mulliken charge.
Atoms and positions in Å:
C -2.4072 0.8154 -1.6502  0.295
C -0.3624 -3.1228 -0.6109  0.463
C 0.6924 -1.7073 2.0301  0.160
H -7.5864 3.0853 -1.0273  0.467
O 6.8635 0.1878 4.4390  -0.685
C 6.0718 1.3867 -5.6886  -0.215
H -5.4573 -3.0510 -1.5925  0.324
H -0.7781 3.6661 0.7907  0.400
H -5.2210 -5.4559 0.2005  0.468
C 6.9598 1.7791 -6.6802  -0.675
H -4.3375 2.9567 0.9643  0.470
C 1.4153 3.5740 2.3268  -1.065
H 6.6145 0.7807 0.1986  0.117
H -3.0286 -5.6447 -2.8651  0.357
H -4.3300 3.2588 5.2659  0.411
H 5.4432 -1.7118 3.7573  0.302
H 0.2959 -5.0761 2.3869  0.515
H 2.1881 3.7995 1.5972  0.247
H 7.7926 1.3311 -8.6122  0.375
H 0.6787 -5.4899 6.9275  0.470
C -5.0458 -3.9644 -2.0368  -2.160
C 0.0851 4.4219 -6.1510  -0.274
H -2.6182 -6.2953 -1.2743  0.311
H 0.7913 4.7449 -5.3930  0.434
O 0.8946 2.2795 1.9874  0.590
Tl 1.9233 0.9119 -0.1002  1.305
H -4.6669 -3.8450 0.6967  0.326
N 0.6901 1.9004 -4.4701  0.793
C -3.8752 -4.5069 -1.2164  2.242
C 2.9947 1.5611 -3.6552  0.106
C 4.5465 1.3779 1.8089  -0.099
O 3.7051 -2.0183 2.0900  -0.809
C 5.6979 1.5151 2.8179  2.675
C -3.3928 1.3163 5.5843  2.082
H 1.5844 0.0802 4.8055  1.301
C 7.3797 0.8867 0.9726  -1.037
S 4.0783 1.8139 -2.4368  -0.129
H 6.7431 2.8678 1.5407  0.430
C -2.4720 2.2988 3.4062  -0.283
C -1.5148 -3.8886 -0.5326  -0.671
H 5.0158 3.4797 3.2520  0.409
C 0.2989 -3.6592 4.0198  -0.542
C -0.0189 5.1078 -7.3526  -0.788
O 0.5443 -0.8404 1.1558  -0.268
H 4.8290 -0.2216 -3.8027  0.664
H -1.3862 1.7982 -4.5367  0.123
C -2.6927 -3.5379 -1.1921  -0.320
N 5.2623 -0.8615 3.2479  0.183
H 2.4044 -0.3089 -6.3304  0.492
C -0.9330 4.6978 -8.3187  -0.428
H 4.8488 -1.4133 -7.1504  0.336
H -2.2667 2.0447 -6.6883  0.384
H -3.6311 -1.9455 -2.2782  0.441
C -6.4937 3.0500 -0.9976  -1.696
H -0.6512 0.2733 -2.7206  -1.452
H -5.8445 -4.7091 -2.0665  0.466
C -2.4273 2.4511 0.2329  0.331
H -5.3308 2.0822 6.1258  0.438
H -2.3367 4.1798 1.4725  0.889
H -6.1955 1.9068 1.4899  0.358
C -3.8627 -0.1428 5.6751  -1.511
C 0.9671 -4.7486 6.1771  -1.752
H 1.8624 3.5481 3.3226  0.113
H 1.9118 -5.0644 5.7271  0.373
C 0.8444 -3.5100 0.2360  -1.059
H -5.1078 1.9275 4.3789  0.273
C -1.6307 2.9055 -6.8755  -0.106
H 8.3083 1.1951 0.4886  0.470
H -3.0392 -0.8158 5.9324  0.215
H 3.4362 1.7249 4.3361  0.230
H 3.9806 -1.2167 -4.9988  0.623
H 7.5515 -0.0952 1.4232  0.264
C -2.3261 1.4584 4.5025  -0.281
O 4.1921 2.3996 1.2071  -0.832
H -2.4800 2.7879 6.9027  0.370
H 1.1370 -3.7998 6.6896  0.316
H 0.9931 -4.5886 0.1969  0.795
H -6.1497 3.7648 -0.2463  0.308
H -4.7460 -3.7487 -3.0659  0.375
C -2.7861 1.7383 6.9326  -1.693
C 4.2614 -0.9323 2.2540  -0.007
H -1.0171 -0.0181 5.3680  0.457
H -4.3088 0.1754 -2.3130  0.554
C 6.0042 0.2377 3.5765  -0.424
C 0.3969 -4.0322 2.6649  -0.320
C -3.7904 2.3728 0.2294  -0.698
C -4.5083 1.5853 -0.6958  -0.521
H -3.5795 -5.2354 0.8230  0.300
H -1.4815 -4.7886 0.0778  0.487
H 1.9925 -1.4893 -3.3617  -0.366
C -2.7114 -2.3062 -1.8319  -0.507
C -1.7077 3.3217 1.2370  -1.744
N 3.1729 0.6650 -4.6613  0.652
C -0.2070 1.9134 2.7321  -0.278
C -1.7375 3.5948 -8.0803  -0.752
C 6.3316 -0.1200 -8.0111  -0.669
C -6.6437 0.6705 -1.7091  -2.022
C 4.3403 -0.2104 -4.7712  -1.742
C 5.4385 -0.5104 -7.0188  -0.244
H -4.2483 -6.5294 -1.9261  0.468
C -0.6086 2.5628 -4.5948  -1.522
O 0.7737 -1.3059 -1.7219  0.201
S 1.5216 3.6893 -2.7055  -0.133
C -3.7808 0.8091 -1.6111  -0.501
C 1.6763 2.3539 -3.6602  0.164
H -2.1731 -0.1817 -3.5342  1.103
C 0.8357 -1.3571 3.4368  0.424
H 6.4340 -0.7146 -8.9115  0.379
H 2.4337 1.4520 -6.4748  0.267
H -2.4534 3.2703 -8.8268  0.377
H 3.8998 3.0857 5.3667  0.476
H 0.6314 4.3312 2.3047  0.514
H 1.9022 0.4499 3.0964  -2.493
C -4.3625 -4.7774 0.2137  -1.622
H 0.4947 -6.4746 4.0988  0.426
H -4.6327 -0.2435 6.4462  0.486
H -1.7958 -4.8056 6.4896  0.481
C 1.7708 -2.0311 -2.4402  -0.696
C -3.4132 -5.8255 -1.8580  -1.761
C -1.6712 1.7293 -0.7810  0.632
H -4.2829 -0.4732 4.7203  0.313
C -0.3763 -1.9834 -1.4193  -0.191
H 0.1463 0.7359 -6.0960  0.586
H -1.1964 -6.0164 3.7920  0.312
C -0.1264 -4.6384 5.1033  2.111
H -6.3568 0.9437 -2.7285  0.381
H 6.2679 2.8946 4.3536  0.473
C -0.7270 3.3150 -5.9011  0.301
C 4.2815 2.2108 4.8365  -1.351
H -6.3513 -0.3682 -1.5257  0.257
C -1.5725 -1.5064 -1.9384  0.258
H 1.4285 -3.0341 -2.6922  0.513
O -0.4573 1.9563 -0.9530  -0.572
C -6.0264 1.6194 -0.6775  2.117
C 5.3547 2.6181 3.8262  -1.351
H -7.7321 0.7290 -1.6442  0.482
C -1.1390 0.7342 4.5913  -0.716
H 2.6845 -2.0974 -1.8476  0.243
C 7.0926 1.0270 -7.8430  -0.377
C 0.6001 -2.3191 4.3728  -0.888
H 0.6671 -2.0503 5.4231  0.521
H -6.1788 0.2124 0.9785  0.345
C 2.2479 0.6211 -5.7874  -1.215
H -0.7256 -6.6883 5.3567  0.440
C 6.9591 1.9155 2.0251  -1.399
C 1.1655 0.0680 3.7997  0.845
H 4.6832 1.5183 5.5790  0.398
C -1.6551 -0.1191 -2.5753  0.059
H -2.1970 -3.9788 4.9695  0.343
H 7.7680 2.0654 2.7419  0.472
C 0.8460 0.6910 -5.2632  -0.166
C -4.6093 2.2023 5.3141  -2.057
C -1.4266 -4.1046 5.7352  -1.598
N 3.9610 0.1881 1.5644  0.326
H -3.5215 1.6158 7.7347  0.458
H 0.6200 -0.1953 -4.6614  -0.144
H -0.7161 3.2293 -3.7460  0.812
H 1.7483 -3.0184 -0.1210  -0.163
H -1.9078 1.1382 7.1809  0.294
H -1.0163 5.2390 -9.2542  0.388
C 0.6468 -3.1147 1.6804  0.471
H 7.5575 2.6724 -6.5419  0.393
C 5.3038 0.2336 -5.8506  0.311
H -3.4178 2.8056 3.2327  0.371
H 0.6084 5.9729 -7.5317  0.405
H 5.9756 1.9667 -4.7771  0.452
H -1.2701 -3.1343 6.2134  0.365
C -0.4028 -6.0351 4.5442  -2.093
C -1.4400 2.5155 2.4975  0.534
C -6.5332 1.2132 0.7159  -1.671
H -6.1133 3.3696 -1.9715  0.372
H -7.6265 1.2053 0.7249  0.477
C -0.0783 0.9388 3.7193  0.076

=====

(2)
Molecular formula: C9H10N2O2
Method: DFT, ωB97M-V with the def2-TZVPD basis set

Results
Relative energy (zero: lowest compared OMol25 entry of this formula, charge and spin) in kcal/mol: 113.4
Total charge: 0
Frontier orbital gap (alpha / beta) in Eh: 0.2791 / 0.2792
LUMO (alpha / beta) in eV: 0.655 / 0.655

Each line ends with the Mulliken charge.
Atoms and positions in Å:
C 3.0981 0.0905 -0.1151  -0.464
C 0.0501 1.6893 -1.1797  0.379
O -2.0141 -0.6607 -1.1958  -0.385
C -1.2978 -1.2242 -0.2348  0.130
H -1.0605 -2.2584 -0.3006  0.413
H -1.7173 1.0410 1.1749  0.224
N -0.7370 2.4571 -1.5238  -0.714
H 2.6027 0.1443 2.0288  0.222
C -2.8727 0.2847 -0.6084  -0.480
C 2.5054 -0.5679 1.1274  -0.561
H -3.2991 0.5971 1.6158  0.319
H -2.7185 1.2471 -1.1983  0.296
N 0.3737 -0.4189 -0.0818  0.052
H 2.6231 1.5695 -1.6842  0.375
H 3.2065 -1.3905 1.4604  0.271
C -2.4367 0.3295 0.8645  -0.191
C 2.3092 0.8408 -0.9177  -0.728
C 1.1829 -1.1679 0.6780  -0.105
H -3.8691 0.0306 -0.7531  0.345
O -1.8672 -0.9915 1.0064  -0.394
H 0.9367 -2.2856 0.9041  0.214
H 4.1017 -0.1694 -0.4734  0.347
C 0.8999 0.8137 -0.5935  0.434

=====

(3)
Molecular formula: C44H76Br2F4INO12P
Method: DFT, ωB97M-V with the def2-TZVPD basis set

Results
Total charge: -1
Frontier orbital gap in Eh: 0.2675
LUMO in eV: 1.811

Each line ends with the Mulliken charge.
Atoms and positions in Å:
H 4.9829 -2.0750 2.2176  0.496
H -4.5971 -0.9624 -3.4407  0.134
H -0.9973 -2.7416 -6.0238  -0.699
H -2.9270 -1.0759 0.3920  0.018
C -4.6631 -2.9686 -4.3370  0.067
H -1.5987 0.1754 -6.7044  0.329
O 0.5546 0.4544 0.4257  -0.379
H 7.7632 2.0392 2.9298  0.282
O -5.4517 -2.1574 -6.3909  -0.386
O 0.1408 1.9309 2.3441  -0.602
H 2.8940 -4.4448 1.8847  -0.013
C 1.9861 -7.3312 3.2285  -0.416
H -0.1975 -0.2093 3.7554  -0.117
C 1.2712 -5.0357 -3.8182  -0.498
H -3.5710 -2.9955 -4.3062  -0.203
O 0.7050 -1.3185 -7.7302  -0.362
H 0.0539 -6.4326 -2.7105  0.273
H 10.4832 -0.3928 1.5483  0.273
C 4.0181 -0.2480 1.6013  -1.079
H -1.8681 -4.9736 -2.7635  0.358
O 1.2559 0.4259 -6.4586  -0.598
H 0.6758 -5.1301 -1.6912  0.322
H 4.9670 -0.0931 1.0780  0.252
C -0.9187 -4.5400 -3.0662  -0.258
C -1.7275 -1.7092 3.8290  -0.040
C -5.1098 -3.3007 -5.7459  0.458
C 8.5535 1.3113 2.7693  -0.411
H 9.4106 -0.5109 0.1388  0.312
H 9.9764 1.9748 1.2077  0.324
H -2.7981 2.8813 0.9573  0.801
I 2.8027 3.2586 2.2229  -0.233
H 1.8534 -4.1354 -3.6110  0.243
C 2.8868 0.0884 0.6198  0.907
H -1.6003 8.5189 -0.9006  0.419
F -3.1227 -1.1385 -1.5938  -0.169
H -6.3069 7.5024 1.4903  0.325
H -3.4013 9.0631 0.3504  0.329
O -0.9003 -4.4969 -4.5072  -0.330
H -4.5159 -1.8723 5.9549  0.387
Br -4.1075 1.0934 1.8508  -0.058
C -2.6460 4.5697 2.7910  -1.025
H -2.7954 7.8986 1.5048  0.430
H -0.8579 -3.5160 -2.6918  0.205
F -1.3327 -1.7466 -0.5709  -0.236
C -0.2366 4.2122 0.3472  -0.776
C 1.4122 1.5056 2.3801  -1.460
H -0.8505 -2.3547 3.9060  -0.261
O 0.6062 -4.6136 -6.1437  -0.593
H 3.3571 -2.3079 1.5457  -0.145
H 2.4189 1.7336 -0.7229  0.223
H 0.8092 4.4751 0.1593  0.394
C -2.3501 3.0922 3.0389  0.275
H -1.3577 2.9522 3.4395  0.059
C -1.0887 5.2097 -0.4406  -0.853
Br -3.4519 2.6003 4.6182  -0.128
H -5.4781 6.0062 1.8708  0.277
O 7.2377 -0.5121 3.7311  -0.579
C -2.5062 2.2016 1.7529  -1.257
C 2.9031 -6.6371 2.2233  -0.576
C 0.4448 -0.3924 -6.7758  0.385
H -2.1243 -2.4983 5.7975  0.376
C 0.3042 -5.3712 -2.6842  -0.546
H 1.4832 -8.2131 2.8390  0.346
C -5.1974 -1.0107 -5.5512  -0.217
C 9.1269 1.3113 1.3529  -0.477
H -6.2158 -1.5942 -3.7468  0.261
H -4.2267 -0.5950 -5.8312  0.037
H 1.9565 -5.8317 -4.0961  0.352
H -4.4222 -1.0426 4.3947  0.205
H 3.6574 0.6409 -1.3297  0.459
F -0.9835 0.5613 -1.6582  -0.404
C -0.4596 -2.1183 -7.9956  -0.602
H -5.9662 -0.2646 -5.7331  0.340
C -1.8093 0.5449 -0.5657  1.031
H 2.4920 -6.7396 1.2183  0.164
H -0.3562 4.3263 1.4218  0.249
H -0.1375 -3.1395 -8.1764  0.305
C 1.5747 0.3587 1.3606  0.487
O 8.5266 -0.8892 1.9452  -0.369
C -1.2207 -0.3430 3.3619  0.337
H -2.2950 -0.7497 5.6706  0.323
H 3.9116 -7.0445 2.2232  0.359
H -1.7232 5.1300 2.6918  0.175
H -2.5508 7.1334 -1.3811  0.454
H 4.0588 1.8028 -0.0712  0.406
H 8.3487 1.5917 0.6426  0.257
C -0.4539 2.7655 -0.1154  -1.528
H -0.9510 -1.7234 -8.8886  0.315
H 3.0231 -0.7743 3.9550  0.402
C -4.0000 -1.8540 4.9924  -1.223
O -5.1683 -4.3693 -6.2796  -0.613
N -1.2157 -0.2244 1.9173  0.108
C -2.0696 7.6095 -0.5181  -0.938
H -5.0864 7.6981 -0.4303  0.501
C -1.3191 -1.9985 -6.7472  0.791
H -3.2000 5.0108 3.6158  0.638
O 0.7855 -4.1367 3.5688  -0.503
C 3.4031 -1.7446 3.6236  -0.923
C 0.3485 -4.7182 -4.9792  0.476
H 1.4331 -0.5238 2.0200  -0.868
H -0.5613 -0.9022 1.5480  0.436
C 3.2795 1.1335 -0.4303  -1.701
H -4.2255 -2.7883 4.4683  0.348
H 2.6638 -0.8344 0.0714  0.383
C 9.4863 -0.1606 1.1651  -0.457
H -0.7616 5.1514 -1.4860  0.481
H -5.0502 -3.6956 -3.6287  0.438
H 4.1717 -2.0422 4.3390  0.334
H 2.5703 -2.4454 3.7134  -0.044
P -0.8800 1.2837 1.0229  2.054
C 3.9709 -1.6680 2.1875  -0.036
H -2.1425 4.9027 -0.4526  0.314
F -2.8683 1.3434 -0.9456  -0.376
H -4.2336 6.2184 -0.0829  0.186
H 0.4557 2.4261 -0.6114  0.253
O 0.9784 -6.3647 3.5568  -0.425
H -3.2315 4.7076 1.8830  0.039
H 1.6938 1.1772 3.3807  0.817
H -2.3784 -2.1584 -6.9463  0.234
H -2.3545 -2.1193 3.0287  0.427
H -1.8060 0.4634 3.7869  -0.515
C -0.9673 6.6694 0.0036  -0.733
C -3.1705 8.0015 0.4807  -0.785
C -0.9690 -0.5943 -6.2519  -0.322
C -2.4953 -1.6940 5.1552  -0.585
C -4.4741 7.2018 0.3284  -0.333
C 2.8078 -5.1832 2.6773  0.077
H -0.9925 -0.4763 -5.1713  0.178
H 2.5153 -7.6006 4.1460  0.251
C -5.3196 7.0514 1.6026  -1.235
H -4.8418 7.5304 2.4607  0.326
H 3.5368 -4.9360 3.4518  0.312
H -1.2082 2.7834 -0.9020  0.911
C -5.1943 -1.5569 -4.1278  -0.259
H 4.0174 0.4527 2.4411  0.263
C 8.0007 -0.0973 2.9137  0.591
H -0.9351 6.7222 1.0944  0.392
C -2.3558 -0.8831 -0.5039  -0.099
H 9.3209 1.4467 3.5337  0.270
C 1.4267 -5.1057 3.3053  0.406
H 0.0035 7.0386 -0.3419  0.425

=====

(4)
Molecular formula: C3H2KO2
Method: DFT, ωB97M-V with the def2-TZVPD basis set

Results
Relative energy (zero: lowest compared OMol25 entry of this formula, charge and spin) in kcal/mol: 74.3
Total charge: +1
Frontier orbital gap in Eh: 0.3101
LUMO in eV: -5.122

Each line ends with the Mulliken charge.
Atoms and positions in Å:
O 0.7948 -0.9870 -1.0226  -0.243
O 0.1734 1.7577 1.3329  -0.380
H 0.2221 1.7567 -0.6958  0.385
C 0.2595 1.1999 0.2663  0.026
H 1.2081 -0.8767 1.1243  0.375
C 0.8069 -0.3738 0.2431  0.022
C -0.4289 -0.6791 -0.4720  -0.195
K -3.0360 -1.7978 -0.7762  1.009